C43H23F4I2KN10O5 as an isolated structure in a non-equilibrium geometry. Source: the Open Molecules 2025 dataset; level of theory: the ωB97M-V functional and the def2-TZVPD basis.

Element x y z (Å)
1 K 2.702 -0.866 -0.130
2 O 4.261 3.767 0.281
3 C 4.344 2.553 0.415
4 O 4.118 1.772 1.328
5 C 4.911 1.812 -0.868
6 C 6.162 2.135 -1.375
7 C 6.603 1.425 -2.481
8 C 5.797 0.446 -3.040
9 C 4.556 0.205 -2.461
10 N 4.163 0.885 -1.406
11 C 3.599 -0.902 -2.993
12 O 3.264 -0.792 -4.168
13 O 3.336 -1.751 -2.136
14 H 6.751 2.917 -0.923
15 H 7.572 1.644 -2.913
16 H 6.101 -0.119 -3.907
17 I 3.014 -3.318 7.904
18 C 2.928 -2.704 5.878
19 C 3.982 -3.022 5.035
20 C 3.901 -2.617 3.729
21 I 5.436 -3.050 2.356
22 C 2.804 -1.896 3.178
23 O 2.739 -1.616 1.958
24 C 1.772 -1.557 4.121
25 C 0.598 -0.816 3.572
26 N 0.952 0.447 2.961
27 C -0.106 0.907 2.088
28 C 0.272 2.015 1.150
29 C -0.398 3.236 1.167
30 C -0.095 4.175 0.197
31 C 0.875 3.864 -0.741
32 C 1.486 2.621 -0.673
33 N 1.184 1.717 0.237
34 C 1.836 -1.979 5.429
35 H 4.836 -3.582 5.392
36 H -0.149 -0.628 4.355
37 H 0.129 -1.491 2.821
38 H 1.804 0.336 2.418
39 H -0.946 1.229 2.716
40 H -0.447 0.080 1.440
41 H -1.150 3.443 1.915
42 H -0.622 5.120 0.169
43 H 1.155 4.567 -1.511
44 H 2.238 2.331 -1.392
45 H 1.020 -1.754 6.101
46 F -2.087 -1.309 0.136
47 C -2.712 -0.864 1.249
48 C -3.315 0.366 1.203
49 F -3.204 1.081 0.064
50 C -4.045 0.905 2.293
51 C -4.100 0.063 3.431
52 C -3.478 -1.157 3.489
53 F -3.612 -1.884 4.616
54 C -2.718 -1.677 2.411
55 C -1.984 -2.878 2.507
56 C -1.248 -3.426 1.451
57 N -0.647 -3.956 0.622
58 C -1.947 -3.669 3.660
59 N -1.882 -4.368 4.573
60 F -4.789 0.473 4.515
61 C -4.684 2.162 2.247
62 C -4.586 3.055 1.177
63 N -4.561 3.854 0.347
64 C -5.515 2.650 3.261
65 N -6.232 3.121 4.030
66 C -0.564 -2.356 -3.120
67 C 0.137 -1.813 -2.053
68 N 0.417 -0.524 -1.961
69 C 0.031 0.271 -2.938
70 C -0.700 -0.157 -4.050
71 C -0.992 -1.518 -4.130
72 C -1.124 0.781 -5.085
73 C -2.346 0.845 -5.623
74 C -3.512 0.078 -5.201
75 C -3.805 -0.182 -3.856
76 C -4.968 -0.879 -3.596
77 N -5.787 -1.289 -4.559
78 C -5.429 -0.976 -5.791
79 N -4.353 -0.316 -6.164
80 H -0.753 -3.418 -3.160
81 H 0.482 -2.437 -1.243
82 H 0.277 1.318 -2.818
83 H -1.512 -1.907 -4.996
84 H -0.359 1.457 -5.449
85 H -2.539 1.522 -6.445
86 H -3.171 0.174 -3.063
87 H -5.273 -1.117 -2.587
88 H -6.099 -1.290 -6.584

gap between HOMO and LUMO (spin up / spin down) = 0.16851 / 0.13870 Ha
HOMO level (spin up / spin down) = -3.166 / -3.165 eV
total energy = -4171.02354 a.u.
LUMO (spin up / spin down) = 1.4 / 0.6 eV
spin multiplicity = 1
maximum force = 3.13 eV Å⁻¹
net charge = -2

---

C21H40As3CaN4S as an isolated structure. Source: the Open Molecules 2025 dataset; level of theory: the ωB97M-V functional and the def2-TZVPD basis.

Element x y z (Å)
1 Ca 0.163 0.605 1.949
2 C 0.712 -4.554 5.127
3 C 1.005 -3.248 5.849
4 N 1.908 -2.379 5.109
5 C 1.585 -1.518 4.133
6 S -0.101 -1.341 3.733
7 N 2.644 -0.920 3.590
8 N 2.379 -0.014 2.626
9 C 3.404 0.535 2.055
10 C 4.822 0.231 2.413
11 C 3.117 1.493 0.964
12 C 4.132 1.958 0.127
13 C 3.826 2.826 -0.905
14 C 2.510 3.225 -1.092
15 C 1.561 2.725 -0.222
16 N 1.842 1.887 0.779
17 H 0.045 -5.173 5.728
18 H 1.629 -5.116 4.948
19 H 0.229 -4.360 4.169
20 H 1.475 -3.440 6.813
21 H 0.085 -2.700 6.041
22 H 2.900 -2.460 5.272
23 H 4.859 -0.235 3.391
24 H 5.426 1.139 2.418
25 H 5.269 -0.463 1.694
26 H 5.147 1.628 0.283
27 H 4.607 3.188 -1.561
28 H 2.227 3.906 -1.881
29 H 0.518 3.012 -0.328
30 C -4.288 1.062 1.158
31 As -2.474 1.518 0.623
32 C -2.685 3.460 0.583
33 C -2.531 1.256 -1.329
34 C -2.375 -0.152 -1.941
35 C -3.064 -1.207 -1.069
36 C -0.903 -0.530 -2.160
37 As 0.196 -0.986 -0.598
38 C -0.043 -2.912 -0.487
39 C 1.928 -0.949 -1.490
40 C -3.094 -0.165 -3.308
41 As -2.571 0.849 -4.936
42 C -0.979 -0.151 -5.500
43 C -1.628 2.446 -4.282
44 H -4.399 -0.009 1.305
45 H -4.982 1.405 0.392
46 H -4.508 1.568 2.097
47 H -3.555 3.728 -0.015
48 H -1.803 3.933 0.153
49 H -2.820 3.831 1.597
50 H -1.771 1.929 -1.729
51 H -3.496 1.678 -1.621
52 H -2.637 -1.252 -0.061
53 H -2.960 -2.199 -1.513
54 H -4.130 -0.998 -0.971
55 H -0.379 0.286 -2.660
56 H -0.845 -1.397 -2.823
57 H 0.041 -3.351 -1.481
58 H -1.010 -3.159 -0.056
59 H 0.734 -3.318 0.159
60 H 1.885 -1.536 -2.407
61 H 2.682 -1.371 -0.827
62 H 2.205 0.078 -1.728
63 H -4.140 0.109 -3.143
64 H -3.119 -1.196 -3.678
65 H -1.233 -1.205 -5.612
66 H -0.139 -0.052 -4.815
67 H -0.682 0.226 -6.478
68 H -2.306 3.099 -3.735
69 H -1.289 2.982 -5.169
70 H -0.757 2.215 -3.668

gap between HOMO and LUMO = 0.26617 Ha
HOMO level = -10.200 eV
total energy = -8826.19921 a.u.
LUMO = -3.0 eV
spin multiplicity = 1
maximum force = 0.26 eV Å⁻¹
net charge = +1

---

C14H15F4IO5PdS as an isolated structure in a non-equilibrium geometry. Source: the Open Molecules 2025 dataset; level of theory: the ωB97M-V functional and the def2-TZVPD basis.

Element x y z (Å)
1 C -1.426 3.663 1.901
2 S 0.017 2.825 1.364
3 O 1.010 3.765 0.940
4 O 0.397 1.760 2.259
5 C -0.421 1.887 -0.100
6 C 0.510 1.623 -1.013
7 C 2.004 1.919 -1.057
8 C 2.587 0.563 -1.529
9 O 2.011 -0.479 -0.684
10 C 2.695 -0.556 0.605
11 C 2.336 -1.858 1.338
12 F 1.574 -1.639 2.379
13 F 3.436 -2.465 1.727
14 F 1.690 -2.683 0.493
15 C 0.083 0.750 -2.154
16 O 0.516 0.889 -3.261
17 C -0.713 -0.420 -1.727
18 I 0.024 -2.147 -2.558
19 C -1.710 -0.218 -0.845
20 C -2.779 -1.139 -0.339
21 C -2.287 -2.186 0.706
22 C -2.590 -3.637 0.280
23 F -1.410 -4.388 0.239
24 C -1.759 1.227 -0.299
25 O -2.801 1.732 -0.059
26 H -2.043 3.899 1.035
27 H -1.953 3.056 2.631
28 H -1.056 4.599 2.327
29 H 2.431 2.166 -0.089
30 H 2.255 2.689 -1.787
31 H 3.676 0.515 -1.424
32 H 2.308 0.410 -2.568
33 H 3.777 -0.527 0.466
34 H 2.365 0.310 1.186
35 H -3.524 -0.497 0.125
36 H -3.249 -1.659 -1.174
37 H -1.212 -2.107 0.861
38 H -2.795 -1.997 1.650
39 H -3.030 -3.690 -0.720
40 H -3.257 -4.130 0.988
41 Pd 2.314 -1.821 -2.111

gap between HOMO and LUMO = 0.18228 Ha
HOMO level = -16.636 eV
total energy = -2141.03149 a.u.
LUMO = -11.7 eV
spin multiplicity = 1
maximum force = 3.19 eV Å⁻¹
net charge = +2

---

A 4-piece molecular cluster, C16H33N2O5 overall in a non-equilibrium geometry. Source: the Open Molecules 2025 dataset; level of theory: the ωB97M-V functional and the def2-TZVPD basis.

Element x y z (Å)
1 N -1.027 -1.601 -2.318
2 C -1.586 -2.332 -1.177
3 C -0.707 -3.576 -0.854
4 C -1.469 -4.876 -1.138
5 N -2.478 -5.126 -0.068
6 C -0.473 -6.039 -1.310
7 O -0.579 -6.710 -2.369
8 O 0.365 -6.169 -0.390
9 H -1.017 -0.604 -2.187
10 H -1.457 -1.853 -3.191
11 H -1.629 -1.675 -0.319
12 H -2.609 -2.655 -1.355
13 H -0.383 -3.527 0.180
14 H 0.137 -3.535 -1.522
15 H -2.004 -4.717 -2.069
16 H -2.333 -4.463 0.678
17 H -3.395 -4.950 -0.450
18 C -2.423 1.625 3.155
19 C -1.493 0.480 3.544
20 C -1.570 -0.413 2.313
21 O -1.801 0.452 1.198
22 C -2.146 1.762 1.665
23 H -2.242 2.548 3.702
24 H -3.462 1.327 3.317
25 H -0.477 0.854 3.674
26 H -1.784 -0.035 4.458
27 H -2.408 -1.115 2.384
28 H -0.656 -0.984 2.142
29 H -1.307 2.430 1.475
30 H -3.012 2.128 1.111
31 C 2.325 3.959 3.232
32 C 1.605 4.604 4.412
33 C 0.253 4.941 3.800
34 O -0.004 3.948 2.805
35 C 1.194 3.196 2.559
36 H 3.153 3.315 3.521
37 H 2.710 4.731 2.562
38 H 1.483 3.878 5.219
39 H 2.116 5.478 4.815
40 H 0.273 5.922 3.312
41 H -0.558 4.935 4.531
42 H 1.076 2.202 2.995
43 H 1.333 3.086 1.484
44 C 2.994 -0.766 -5.064
45 C 3.066 0.716 -4.710
46 C 1.598 1.047 -4.473
47 O 0.991 -0.142 -3.978
48 C 1.880 -1.251 -4.145
49 H 3.929 -1.302 -4.910
50 H 2.700 -0.885 -6.110
51 H 3.635 0.852 -3.787
52 H 3.521 1.335 -5.483
53 H 1.099 1.329 -5.409
54 H 1.457 1.852 -3.750
55 H 2.265 -1.534 -3.161
56 H 1.329 -2.097 -4.551

gap between HOMO and LUMO = 0.20976 Ha
HOMO level = -3.579 eV
total energy = -1115.14091 a.u.
LUMO = 2.1 eV
spin multiplicity = 1
maximum force = 1.38 eV Å⁻¹
net charge = -1

---

C19H11ClN2O8Os as an isolated structure. Source: the Open Molecules 2025 dataset; level of theory: the ωB97M-V functional and the def2-TZVPD basis.

Element x y z (Å)
1 Os 0.576 0.272 0.833
2 O 2.285 0.772 4.465
3 C 1.629 0.870 3.464
4 O 1.954 0.411 2.271
5 C 0.338 1.639 3.405
6 C -0.245 2.370 4.419
7 C -1.389 3.104 4.128
8 C -1.894 3.118 2.834
9 C -1.255 2.354 1.880
10 N -0.195 1.625 2.190
11 C -1.535 2.288 0.410
12 O -2.413 2.908 -0.130
13 O -0.652 1.525 -0.200
14 H 0.214 2.358 5.397
15 H -1.869 3.685 4.904
16 H -2.752 3.707 2.544
17 O -1.606 -2.840 2.187
18 C -1.094 -1.945 1.558
19 O -0.582 -0.857 2.053
20 C -1.067 -1.985 0.050
21 C -1.674 -3.054 -0.628
22 C -1.669 -3.040 -1.986
23 C -1.080 -1.955 -2.675
24 C -1.066 -1.902 -4.089
25 C -0.495 -0.848 -4.736
26 C 0.080 0.201 -3.990
27 C 0.084 0.184 -2.624
28 C -0.494 -0.905 -1.932
29 N -0.495 -0.968 -0.556
30 H -2.113 -3.840 -0.031
31 H -2.113 -3.847 -2.557
32 H -1.519 -2.717 -4.639
33 H -0.488 -0.807 -5.817
34 H 0.517 1.046 -4.506
35 H 0.504 1.006 -2.072
36 Cl 5.062 -1.399 -0.127
37 C 3.860 -0.696 -1.227
38 C 2.628 -0.292 -0.474
39 O 1.948 -1.157 0.175
40 O 2.195 0.887 -0.496
41 H 3.594 -1.450 -1.965
42 H 4.287 0.176 -1.712

gap between HOMO and LUMO = 0.30056 Ha
HOMO level = -9.153 eV
total energy = -1993.07704 a.u.
LUMO = -1.0 eV
spin multiplicity = 1
maximum force = 0.47 eV Å⁻¹
net charge = 0

---

Cl2HNOS as an isolated structure in a non-equilibrium geometry. Source: the Open Molecules 2025 dataset; level of theory: the ωB97M-V functional and the def2-TZVPD basis.

Element x y z (Å)
1 N -0.548 0.134 -0.935
2 O 1.671 -2.985 -2.842
3 S 1.910 -3.168 -1.499
4 Cl 0.500 -4.481 -0.974
5 Cl 0.097 -1.408 -0.673
6 H -0.504 0.340 -1.928

gap between HOMO and LUMO (spin up / spin down) = 0.27360 / 0.33175 Ha
HOMO level (spin up / spin down) = -8.707 / -10.376 eV
total energy = -1449.01586 a.u.
LUMO (spin up / spin down) = -1.3 / -1.3 eV
spin multiplicity = 1
maximum force = 6.70 eV Å⁻¹
net charge = 0